[1]
ORCA calculation (ωB97M-V/def2-TZVPD) on C4H7NS in the gas phase.

```
13
C4H7NS, DFT ωB97M-V/def2-TZVPD
C -3.3954 0.0416 0.1340
C -2.1859 0.5356 -0.0989
C -1.0730 -0.3719 -0.0415
N 0.1254 0.0856 -0.1274
S 1.5894 -0.6004 -0.0527
C 2.6789 0.7869 0.1344
H -3.5793 -0.9360 0.6503
H -4.3342 0.6251 0.0420
H -2.0702 1.4905 -0.5354
H -1.2160 -1.4135 0.0927
H 2.4672 1.3602 1.0774
H 2.5857 1.5612 -0.5816
H 3.6916 0.3673 0.2213
```

Computed properties:
Spin multiplicity   1
SMILES string   C=C/C=N/SC
HOMO   -8.04 eV


[2]
ORCA calculation (ωB97M-V/def2-TZVPD) on C4H7NS in the gas phase.

```
13
C4H7NS, DFT ωB97M-V/def2-TZVPD
C -0.0858 -1.9037 1.8499
N 0.7401 -1.0452 1.4341
C 0.3071 -0.1218 0.4928
C 1.2084 1.2857 0.5235
S -1.0923 -0.4954 -0.6710
C -0.7658 0.7422 -2.0370
H 0.4581 -2.6105 2.4376
H -1.1346 -2.0722 1.6235
H 0.9319 2.0154 -0.2505
H 1.6076 1.4855 1.4558
H -0.9346 0.1025 -2.9288
H 0.1797 1.0110 -1.8443
H -1.4197 1.6064 -2.0857
```

Computed properties:
Spin multiplicity   1
SMILES string   C=NC(=C)SC
HOMO (alpha / beta)   -8.21 / -7.61 eV


[3]
ORCA calculation (ωB97M-V/def2-TZVPD) on a molecular structure, C4H7NS2.

```
14
C4H7NS2, DFT ωB97M-V/def2-TZVPD
C 1.3169 -0.6784 0.3465
C -0.0151 -0.6391 -0.4464
C -1.3620 -0.9119 0.1635
C -0.9827 1.5699 -0.1219
H 1.6115 1.3040 -0.8772
H 1.0509 -0.4839 1.5858
H 1.4056 -1.7617 0.4504
H 0.3308 -1.3674 -1.2329
H -2.1660 -1.4370 -0.4504
H -1.3566 -0.5047 1.2144
H -1.9526 1.9846 0.3649
N -1.0196 0.3230 -0.7388
S 2.6231 0.2547 -0.2607
S 0.5159 2.3478 0.0029
```

Computed properties:
Spin multiplicity   1
HOMO   -7.92 eV


Computed ΔE to the lowest compared entry with this formula, charge and spin (kcal per mole) in order:
46.26 100.16 102.64
Computed E (Eh) in order:
-609.4848 -609.3989 -1007.5707
Computed largest force on an atom (eV Å⁻¹) in order:
3.08 8.75 6.29